1.
This record from OMol25 describes C18H14F3N5O2 in the gas phase at a distorted geometry. The level of theory is ωB97M-V/def2-TZVPD.

Properties
HOMO-LUMO gap in eV: 8.78
Spin multiplicity: 1
Total charge: 0
Maximum force in eV/Å: 1.299
Energy in eV: -38591.6078

Positions of all 42 atoms, in Å:
C1 1.8371 2.6966 -0.6024
C2 2.4800 1.3782 -0.3817
N1 3.7856 1.2615 -0.2091
N2 4.0084 -0.0304 -0.0614
N3 2.9405 -0.7776 -0.1329
C3 1.9328 0.0686 -0.3328
C4 0.5576 -0.4147 -0.4893
O1 0.2357 -1.5580 -0.7509
N4 -0.3911 0.5600 -0.3734
N5 -1.7268 0.1780 -0.4308
C5 -2.6638 0.9907 0.1113
O2 -2.3584 2.0802 0.5678
C6 -4.0590 0.4753 0.0737
C7 -4.9629 1.0160 0.9846
C8 -6.2776 0.5927 1.0061
C9 -6.6947 -0.3710 0.0977
C10 -5.8057 -0.9079 -0.8258
C11 -4.4901 -0.4845 -0.8386
H1 -3.8155 -0.8887 -1.5771
H2 -6.1485 -1.6470 -1.5336
C12 -8.1130 -0.8687 0.1210
F1 -8.2297 -2.0144 0.8221
F2 -8.9659 0.0005 0.6801
F3 -8.5870 -1.1350 -1.1064
H3 -6.9778 1.0095 1.7132
H4 -4.6140 1.7731 1.6698
H5 -1.8245 -0.8123 -0.6302
H6 -0.2660 1.4675 0.0593
C13 5.2832 -0.5554 0.1516
C14 5.4417 -1.9305 0.2782
C15 6.7072 -2.4446 0.4885
C16 7.8015 -1.5975 0.5713
C17 7.6325 -0.2278 0.4432
C18 6.3734 0.3024 0.2328
H7 6.2171 1.3642 0.1297
H8 8.4855 0.4306 0.5075
H9 8.7873 -2.0054 0.7355
H10 6.8406 -3.5111 0.5878
H11 4.5748 -2.5676 0.2084
H12 1.1415 2.6523 -1.4382
H13 2.6098 3.4308 -0.8152
H14 1.2980 3.0211 0.2885

These are the natural (NBO) partial charges, in e, on atoms 1 to 8: atom 1 (C): -0.6604, atom 2 (C): 0.1555, atom 3 (N): -0.2489, atom 4 (N): -0.0021, atom 5 (N): -0.1689, atom 6 (C): -0.0474, atom 7 (C): 0.6370, atom 8 (O): -0.6035

***

2.
This record from OMol25 describes C15H13NO4S in the gas phase at a distorted geometry. The level of theory is ωB97M-V/def2-TZVPD.

Properties
HOMO-LUMO gap in eV: 9.35
Spin multiplicity: 1
Total charge: 0
Maximum force in eV/Å: 6.410
Energy above the lowest of the compared OMol25 structures with the same formula, charge and spin in kJ/mol: 115.9
Energy in eV: -36281.0261

Positions of all 34 atoms, in Å:
O1 1.7170 1.5078 2.3921
O2 -1.3964 1.1153 4.2693
O3 -0.2437 2.7005 2.1671
O4 -2.7812 -0.6769 4.2114
S1 -2.2091 -3.4190 0.2832
C1 0.5270 1.6059 2.1471
C2 -1.9032 0.2213 3.6782
C3 -0.1173 0.4148 1.7475
C4 -1.3759 -0.1864 2.3908
C5 -0.0305 -0.2656 0.5390
C6 -1.7455 -1.1744 1.5269
C7 0.2455 1.0684 -1.4680
C8 1.9453 -0.5226 -0.9147
C9 0.8149 1.3636 -2.7006
C10 2.5848 -0.1616 -2.1577
C11 0.7773 0.0783 -0.5957
C12 2.0533 0.7614 -3.0005
N1 -0.9562 -1.2607 0.4536
C13 -2.6784 -2.3674 1.6044
C14 2.7502 1.2559 -4.3173
C15 -1.3069 -2.1695 -0.5951
H1 0.2346 3.4259 2.6143
H2 -3.0353 -0.2047 5.0219
H3 -0.6207 1.5935 -1.1768
H4 2.4918 -1.1960 -0.3357
H5 0.4847 2.1963 -3.3583
H6 3.5640 -0.5789 -2.3038
H7 -2.6272 -2.8854 2.5931
H8 -3.7023 -2.0459 1.4664
H9 2.3331 0.7768 -5.2367
H10 2.7784 2.3335 -4.3294
H11 3.7884 1.0231 -4.1457
H12 -1.9451 -1.7680 -1.4144
H13 -0.4155 -2.5593 -1.0561

These are the natural (NBO) partial charges, in e, on atoms 1 to 8: atom 1 (O): -0.5724, atom 2 (O): -0.5796, atom 3 (O): -0.6585, atom 4 (O): -0.6837, atom 5 (S): 0.2455, atom 6 (C): 0.7650, atom 7 (C): 0.7697, atom 8 (C): -0.1677

***

3.
This record from OMol25 describes 15 unconnected molecules or ions with the total composition C20H46BCl28N3O3P at a distorted geometry. The level of theory is ωB97M-V/def2-TZVPD.

Properties
HOMO-LUMO gap in eV: 5.94
Spin multiplicity: 1
Total charge: -1
Maximum force in eV/Å: 1.898
Energy in eV: -392695.8776

Positions of all 102 atoms, in Å:
N1 -2.2606 6.8041 4.4894
C1 -3.2270 6.5815 3.3730
C2 -2.6816 5.5571 2.3259
C3 -2.8546 6.0566 0.8829
C4 -2.3950 5.0048 -0.1725
C5 -0.9145 4.6362 0.0298
O1 -0.0893 4.5712 -1.1042
B1 1.2434 4.3189 -0.4556
N2 2.0345 5.5962 -0.1123
O2 0.8967 3.4304 0.7166
C6 -0.5318 3.3421 0.7956
P1 -0.9055 1.7037 -0.0438
N3 -1.2599 0.6017 1.2911
O3 0.5431 1.0868 -0.6201
H1 -1.6185 7.5039 4.1375
H2 -1.7447 5.9470 4.6403
H3 -4.1615 6.2317 3.8281
H4 -3.3778 7.5637 2.9117
H5 -1.6420 5.2931 2.5580
H6 -3.2540 4.6225 2.4580
H7 -3.9124 6.2886 0.6684
H8 -2.2877 6.9875 0.7195
H9 -3.0872 4.1509 -0.1358
H10 -2.5299 5.4773 -1.1517
H11 -0.4847 5.4741 0.6226
H12 1.9837 3.6401 -1.1553
H13 1.8775 5.8697 0.8556
H14 1.6400 6.3405 -0.6831
H15 -0.9044 3.3255 1.8407
H16 -0.5713 0.6798 2.0369
H17 -2.1863 0.8176 1.6359
H18 1.1225 0.9763 0.1430
C7 1.3898 6.9528 4.1919
Cl1 0.7804 8.1442 3.0338
Cl2 2.2439 5.6370 3.3856
H19 2.0710 7.4487 4.8746
H20 0.5488 6.5409 4.7389
C8 0.1063 -2.2679 -0.6334
Cl3 0.3847 -3.9902 -1.0010
Cl4 -1.5570 -1.8092 -0.9986
H21 0.2977 -2.0983 0.4225
H22 0.7827 -1.6697 -1.2417
C9 3.5100 -2.2632 -2.3416
Cl5 5.1922 -2.0335 -2.8415
Cl6 2.7260 -0.7293 -1.9481
H23 2.9669 -2.7343 -3.1540
H24 3.4918 -2.9007 -1.4638
C10 -0.5129 -4.7043 -4.4689
Cl7 1.1278 -4.5280 -5.1132
Cl8 -1.1168 -6.3508 -4.6887
H25 -0.4917 -4.4743 -3.4105
H26 -1.1684 -4.0167 -4.9915
C11 0.3959 -5.1030 2.4399
Cl9 -0.3902 -4.3006 3.8064
Cl10 1.9512 -4.3609 2.0702
H27 0.5541 -6.1472 2.6887
H28 -0.2466 -5.0187 1.5693
C12 -4.0430 -4.1495 3.0154
Cl11 -5.7953 -4.1637 2.7715
Cl12 -3.1734 -4.3841 1.4962
H29 -3.7561 -3.1966 3.4340
H30 -3.7814 -4.9479 3.6884
C13 -5.6990 7.3169 -1.9904
Cl13 -4.0282 7.5710 -2.4958
Cl14 -5.8979 7.4790 -0.2390
H31 -6.3185 8.0631 -2.4752
H32 -6.0120 6.3219 -2.2868
C14 2.6384 -7.5451 -7.2550
Cl15 2.2071 -9.1370 -6.6211
Cl16 2.3098 -7.4220 -8.9895
H33 2.0545 -6.7933 -6.7337
H34 3.6969 -7.3783 -7.0896
C15 -4.0220 -3.1446 6.8603
Cl17 -4.6172 -1.9657 5.6868
Cl18 -3.2726 -4.5702 6.1073
H35 -3.2805 -2.6566 7.4841
H36 -4.8573 -3.4769 7.4663
C16 -1.0873 -1.0577 5.9438
Cl19 -0.5818 0.4189 5.1242
Cl20 -1.7376 -0.7251 7.5579
H37 -1.8582 -1.5380 5.3492
H38 -0.2280 -1.7132 6.0418
C17 4.5190 -6.8854 3.7954
Cl21 3.5356 -6.5063 5.2142
Cl22 3.5649 -7.6746 2.5358
H39 4.9252 -5.9626 3.3961
H40 5.3213 -7.5508 4.0936
C18 2.5504 0.0977 3.2492
Cl23 1.3804 -1.2251 3.2136
Cl24 2.8190 0.7292 1.6264
H41 2.1607 0.8858 3.8864
H42 3.4946 -0.2662 3.6393
C19 1.6086 -3.9678 -8.6576
Cl25 3.1853 -3.9366 -9.4593
Cl26 0.6621 -2.5218 -9.0213
H43 1.0631 -4.8401 -8.9995
H44 1.7656 -4.0239 -7.5871
C20 6.0775 -2.6101 -10.9759
Cl27 6.6382 -3.1661 -12.5588
Cl28 7.3837 -2.6104 -9.7857
H45 5.6953 -1.6006 -11.0754
H46 5.2932 -3.2738 -10.6316

These are the Löwdin partial charges, in e, on atoms 1 to 8: atom 1 (N): -0.0280, atom 2 (C): -0.2580, atom 3 (C): -0.1988, atom 4 (C): -0.2319, atom 5 (C): -0.1352, atom 6 (C): -0.3873, atom 7 (O): -0.0393, atom 8 (B): -0.8513

***

4.
This record from OMol25 describes 2 unconnected molecules or ions with the total composition C4H12 at a distorted geometry. The level of theory is ωB97M-V/def2-TZVPD.

Properties
HOMO-LUMO gap in eV: 12.23
Spin multiplicity: 1
Total charge: 0
Maximum force in eV/Å: 3.841
Energy above the lowest of the compared OMol25 structures with the same formula, charge and spin in kJ/mol: 98.5
Energy in eV: -4341.5078

Positions of all 16 atoms, in Å:
C1 -0.1947 -1.8229 1.2237
C2 0.2463 -1.5177 -0.1689
H1 0.1784 -2.8095 1.5766
H2 0.2224 -1.1693 2.0632
H3 -1.1892 -1.6521 1.4010
H4 1.2801 -1.5728 -0.2202
H5 -0.2456 -0.5922 -0.5996
H6 -0.1622 -2.2809 -0.8385
C3 -0.7787 1.6429 -0.7953
C4 0.7052 1.7213 -0.2623
H7 -1.1697 0.6830 -0.4662
H8 -1.5197 2.3662 -0.5412
H9 -0.6667 1.5307 -1.8488
H10 1.3593 2.3043 -1.0084
H11 1.2555 0.7672 -0.1756
H12 0.7889 2.2840 0.6742

These are the natural (NBO) partial charges, in e, on atoms 1 to 8: atom 1 (C): -0.6079, atom 2 (C): -0.6152, atom 3 (H): 0.2059, atom 4 (H): 0.1948, atom 5 (H): 0.2031, atom 6 (H): 0.2035, atom 7 (H): 0.2097, atom 8 (H): 0.2006

***

5.
This record from OMol25 describes C2H3NS2 in the gas phase at a distorted geometry. The level of theory is ωB97M-V/def2-TZVPD.

Properties
HOMO-LUMO gap in eV: 8.72
Spin multiplicity: 1
Total charge: 0
Maximum force in eV/Å: 4.704
Energy above the lowest of the compared OMol25 structures with the same formula, charge and spin in kJ/mol: 79.4
Energy in eV: -25281.7474

Positions of all 8 atoms, in Å:
C1 -0.4808 0.1147 -1.2254
C2 0.3343 -0.7676 1.1435
H1 -1.3882 0.7090 -1.3820
H2 -0.0684 0.1047 -2.2740
H3 0.7085 -1.3465 2.0221
N1 0.6533 0.5320 1.1856
S1 -0.4963 -1.4398 -0.2341
S2 0.3122 1.4852 -0.1518

Charges in e, computed with natural (NBO), in the same order as the atoms: atom 1 (C): -0.7069, atom 2 (C): -0.1352, atom 3 (H): 0.2313, atom 4 (H): 0.2354, atom 5 (H): 0.2410, atom 6 (N): -0.5722, atom 7 (S): 0.2814, atom 8 (S): 0.4252

***

6.
This record from OMol25 describes 6 unconnected molecules or ions with the total composition C24H66N6O6 at a distorted geometry. The level of theory is ωB97M-V/def2-TZVPD.

Properties
HOMO-LUMO gap in eV: 9.17
Spin multiplicity: 1
Total charge: 0
Maximum force in eV/Å: 3.394
Energy above the lowest of the compared OMol25 structures with the same formula, charge and spin in kJ/mol: 473.7
Energy in eV: -47176.8073

Positions of all 102 atoms, in Å:
C1 2.5034 0.0200 -4.4692
C2 1.6536 0.3988 -5.6785
C3 0.4348 1.3473 -5.4556
O1 -0.2713 0.7710 -4.4085
C4 -1.2627 1.5532 -3.8593
N1 2.3920 0.8440 -6.8343
H1 3.0044 0.9530 -4.2115
H2 3.2894 -0.6952 -4.7118
H3 1.9222 -0.2875 -3.5999
H4 1.2154 -0.5208 -6.0662
H5 -0.1661 1.4760 -6.3558
H6 0.8263 2.3538 -5.3078
H7 -1.7440 1.8254 -4.7986
H8 -0.9912 2.5127 -3.4191
H9 -1.9041 0.8945 -3.2739
H10 3.1145 0.1728 -7.0523
H11 1.7517 0.7839 -7.6131
C5 1.8344 2.2631 -0.9885
C6 2.4708 1.3074 0.0080
C7 1.7440 1.3611 1.3539
O2 1.4853 2.5948 1.9940
C8 2.6481 2.8878 2.6760
N2 2.6349 0.0376 -0.6183
H12 1.4720 3.1284 -0.4335
H13 0.9644 1.8486 -1.4977
H14 2.6386 2.4152 -1.7083
H15 3.5298 1.5292 0.1399
H16 2.2094 0.5660 1.9364
H17 0.7122 1.1186 1.0992
H18 3.5629 2.7948 2.0907
H19 2.7610 2.2696 3.5666
H20 2.5733 3.9708 2.7748
H21 2.9377 0.1501 -1.5752
H22 3.3726 -0.3938 -0.0800
C9 2.1885 0.1913 6.2583
C10 2.4745 -1.1763 6.7714
C11 2.2100 -2.2669 5.7134
O3 0.8994 -2.2744 5.1996
C12 0.7442 -3.1336 4.1539
N3 3.9198 -1.2059 7.0604
H23 1.2181 0.2250 5.7630
H24 2.8918 0.4940 5.4825
H25 2.1275 0.9626 7.0261
H26 1.9683 -1.3904 7.7126
H27 2.5509 -3.1923 6.1777
H28 2.9406 -2.1310 4.9160
H29 1.2794 -2.7267 3.2959
H30 -0.3005 -2.9743 3.8870
H31 1.0124 -4.1662 4.3770
H32 4.4774 -0.7860 6.3304
H33 4.2360 -2.1492 7.2345
C13 -1.8417 -3.3610 -6.4419
C14 -1.1659 -3.1953 -5.0326
C15 0.2466 -3.7119 -4.7890
O4 0.2916 -5.1350 -4.6040
C16 1.6148 -5.6021 -4.3605
N4 -1.3495 -1.8732 -4.5824
H34 -2.4938 -4.2341 -6.4212
H35 -1.1720 -3.3185 -7.3009
H36 -2.4911 -2.5067 -6.6334
H37 -1.7725 -3.9011 -4.4652
H38 0.7683 -3.1706 -3.9997
H39 0.8776 -3.2755 -5.5633
H40 2.2129 -6.0295 -5.1653
H41 1.5406 -6.3678 -3.5883
H42 2.3045 -4.8582 -3.9617
H43 -0.9643 -1.7950 -3.6520
H44 -0.7044 -1.2837 -5.0887
C17 -3.2923 6.9347 3.3681
C18 -4.3699 5.7383 3.1416
C19 -3.9748 4.3190 3.6481
O5 -4.8904 3.3448 3.0822
C20 -4.5268 1.9746 3.3504
N5 -5.6913 6.0434 3.7207
H45 -2.4195 6.6294 2.7910
H46 -3.0894 6.9357 4.4391
H47 -3.6831 7.8950 3.0315
H48 -4.4928 5.4844 2.0887
H49 -3.7861 4.0007 4.6733
H50 -3.0377 4.0911 3.1401
H51 -4.4677 1.8913 4.4356
H52 -3.6469 1.5747 2.8465
H53 -5.3393 1.3895 2.9195
H54 -6.2526 5.2195 3.8822
H55 -5.5355 6.4892 4.6135
C21 -0.1649 -3.6059 -0.4357
C22 -0.5732 -2.1370 -0.7351
C23 -0.8980 -1.3215 0.5254
O6 -1.7676 -2.0535 1.2801
C24 -2.4238 -1.3536 2.3001
N6 0.3358 -1.3758 -1.5137
H56 -0.3432 -4.0514 -1.4144
H57 -0.7999 -4.1101 0.2928
H58 0.8386 -3.6761 -0.0161
H59 -1.5213 -2.2517 -1.2604
H60 -1.3404 -0.3898 0.1727
H61 -0.0354 -1.1702 1.1742
H62 -3.1390 -0.6241 1.9199
H63 -1.8354 -1.0072 3.1497
H64 -3.0776 -2.1440 2.6688
H65 0.0072 -0.4277 -1.6284
H66 1.1748 -1.1882 -0.9837

These are the Löwdin partial charges, in e, on atoms 1 to 8: atom 1 (C): -0.0427, atom 2 (C): -0.4443, atom 3 (C): -0.1970, atom 4 (O): -0.2394, atom 5 (C): -0.1103, atom 6 (N): 0.0263, atom 7 (H): 0.0747, atom 8 (H): 0.0797